A molecular structure, C23H22AuF5N5O4, computed with ωB97M-V/def2-TZVPD.

Atoms and positions in Å:
Au 1.823 0.064 0.351
C 3.141 -2.332 2.822
C 1.678 -2.446 2.586
N 0.977 -1.660 1.799
C -0.328 -2.088 1.851
C -0.406 -3.170 2.689
N 0.873 -3.374 3.142
C -1.468 -4.091 3.171
O -2.678 -3.876 2.735
O -1.162 -4.978 3.951
C -1.434 -1.390 1.112
O -2.585 -1.915 1.195
O -1.127 -0.367 0.487
H 3.551 -1.645 2.084
H 3.636 -3.301 2.728
H 3.349 -1.922 3.812
H 1.100 -4.115 3.785
H -2.687 -3.033 2.090
N -7.494 4.978 -2.075
C -6.392 4.667 -1.975
C -5.010 4.286 -1.846
C -4.023 5.041 -2.469
C -2.694 4.679 -2.352
C -2.338 3.559 -1.606
C -3.326 2.801 -0.979
C -4.653 3.164 -1.103
N -0.986 3.185 -1.485
C 0.140 3.870 -1.924
C 1.198 3.102 -1.564
N 0.761 1.963 -0.919
C -0.539 2.039 -0.886
H -4.297 5.912 -3.050
H -1.938 5.267 -2.849
H -3.069 1.928 -0.393
H -5.415 2.571 -0.616
H 0.088 4.824 -2.417
H 2.250 3.298 -1.704
H -1.173 1.282 -0.448
F 2.757 2.532 1.657
C 2.167 1.323 2.020
F 3.046 0.777 2.961
C 0.971 1.760 2.875
F 0.360 0.706 3.433
F 0.066 2.416 2.129
F 1.324 2.588 3.881
C 2.922 -2.471 -3.083
C 2.156 -2.353 -1.756
C 0.718 -2.859 -1.955
C 2.856 -3.208 -0.700
C 2.077 -0.902 -1.377
H 2.946 -3.513 -3.419
H 3.953 -2.126 -2.969
H 2.447 -1.870 -3.863
H 0.726 -3.920 -2.232
H 0.208 -2.301 -2.745
H 0.134 -2.746 -1.039
H 3.025 -4.225 -1.073
H 2.250 -3.278 0.206
H 3.821 -2.771 -0.431
H 1.724 -0.335 -2.250

F_max ... 0.015 hartree/bohr
HOMO energy (alpha / beta) ... -4.67 / -4.92 eV
E_tot ... -57130.385 eV
Kohn-Sham gap (alpha / beta) ... 6.636 / 6.915 eV
Net charge ... -1